(1)
Density functional theory data (ωB97M-V with the def2-TZVPD basis set) for C43H37CuN5OP2S2Se2 as an isolated structure in a non-equilibrium geometry.

```
93
Properties=species:S:1:pos:R:3:forces:R:3:lowdin_spin:R:1
Cu -1.180985 -1.775101 1.251172 -0.64 -0.33 -0.08 0.571
C -2.064361 1.875047 3.973395 0.02 0.06 -0.06 0.001
C -1.463336 0.999148 2.896072 0.18 0.16 0.17 0.001
N -2.099130 0.038359 2.355649 -0.03 -0.37 -0.15 0.008
N -3.392480 -0.210162 2.773365 -0.28 -0.24 0.05 0.009
C -3.582709 -1.445845 3.107415 0.31 0.25 -0.01 0.007
S -2.390790 -2.695358 3.215523 -0.31 0.09 0.20 0.069
S -5.308828 -1.803421 3.492237 0.10 0.01 0.10 0.003
C -5.041075 -2.561846 5.129712 -0.05 0.14 -0.17 0.005
C -4.724955 -1.529820 6.176018 -0.01 0.03 0.01 0.000
C -3.396751 -1.208853 6.451620 0.12 0.00 0.02 0.001
C -3.086049 -0.214267 7.372959 -0.08 -0.01 0.00 0.000
C -4.097167 0.470618 8.035594 -0.06 -0.07 -0.08 0.000
C -5.426838 0.159158 7.763441 0.07 -0.02 -0.01 0.000
C -5.734176 -0.829772 6.839321 0.01 -0.07 -0.01 0.000
C -0.041007 1.199083 2.523811 0.04 0.07 0.05 0.001
C 0.519634 2.476016 2.546714 -0.04 -0.06 -0.03 0.000
C 1.863161 2.709327 2.284698 0.05 -0.04 -0.02 0.001
C 2.686622 1.611282 2.014106 -0.16 -0.05 0.07 0.000
C 2.178321 0.325712 2.014287 0.00 0.23 0.02 0.001
C 0.800758 0.054665 2.276677 -0.09 0.16 0.02 0.003
O 0.375414 -1.146704 2.324298 0.39 -0.09 0.20 0.024
H -3.019896 1.470733 4.298791 0.03 0.02 -0.01 0.000
H -2.230057 2.891935 3.596831 0.05 -0.08 0.03 0.000
H -1.382000 1.941243 4.824813 -0.02 0.02 -0.06 0.000
H -4.210379 -3.252772 4.989017 -0.03 -0.10 0.10 0.003
H -5.950282 -3.118945 5.360760 0.01 0.03 0.05 0.000
H -2.606443 -1.730839 5.913939 -0.12 0.09 0.05 0.001
H -2.047803 0.034261 7.563026 -0.03 -0.02 -0.02 0.000
H -3.854114 1.248357 8.750557 -0.01 -0.01 -0.02 0.000
H -6.224517 0.697629 8.264541 0.03 -0.03 -0.01 0.000
H -6.773078 -1.059427 6.612888 0.10 0.04 0.02 0.000
H -0.128346 3.324441 2.759288 0.06 -0.07 -0.01 0.000
H 2.260444 3.719551 2.283748 -0.04 -0.07 -0.02 0.000
H 3.743537 1.771748 1.810550 -0.11 0.02 0.03 0.000
H 2.812536 -0.532597 1.815276 -0.03 0.00 0.02 0.000
Se 2.104830 0.713630 -5.048599 -0.11 -0.07 0.19 0.000
P 2.480708 -0.597409 -3.414521 0.01 0.28 -0.18 0.001
C 2.802130 -2.263368 -4.092110 -0.01 -0.03 0.17 0.000
C 3.993045 -2.954042 -3.914995 0.01 -0.05 -0.01 0.000
C 4.148815 -4.228661 -4.454093 0.01 0.10 0.02 0.000
C 3.109241 -4.822101 -5.151977 -0.06 0.05 0.00 0.000
C 1.911131 -4.134320 -5.320879 0.02 -0.01 0.00 0.000
C 1.761400 -2.859674 -4.798900 0.01 -0.02 -0.10 0.000
C 3.987429 -0.065746 -2.547307 0.04 0.03 0.03 0.000
C 3.978585 0.200062 -1.183093 0.00 0.00 0.15 0.000
C 5.141986 0.635875 -0.552944 -0.11 -0.03 0.02 0.000
C 6.309152 0.800028 -1.279336 0.01 -0.02 -0.09 0.000
C 6.312000 0.558981 -2.650308 -0.04 -0.01 -0.06 0.000
C 5.149922 0.141637 -3.284232 0.20 0.08 0.04 0.000
C 1.347331 -0.919958 -2.061002 -0.32 -0.36 0.03 0.002
C 0.152553 -0.552307 -1.401755 0.39 -0.31 0.14 0.003
N 0.042416 -1.426730 -0.360819 0.49 0.60 -0.89 0.057
N 1.073993 -2.263002 -0.382817 -0.24 0.35 -0.19 -0.001
N 1.863115 -1.981465 -1.390513 -0.28 -0.02 0.12 0.001
P -1.037613 0.784458 -1.737187 0.15 -0.02 -0.11 0.000
Se -2.981212 0.680574 -0.967836 -0.01 -0.19 0.18 0.001
C -0.207177 2.361074 -1.314704 0.11 -0.01 0.06 0.000
C 1.045279 2.693045 -1.829786 -0.05 0.11 0.13 0.000
C 1.629447 3.916396 -1.528600 -0.04 -0.10 -0.04 0.000
C 0.966287 4.815020 -0.702344 0.01 0.01 -0.04 0.000
C -0.271751 4.483438 -0.174734 -0.05 -0.08 -0.04 0.000
C -0.858529 3.258879 -0.478589 0.00 0.10 0.04 0.000
C -1.181111 0.780698 -3.551956 0.00 -0.05 -0.02 0.000
C -1.257946 1.962294 -4.278354 0.05 -0.03 -0.02 0.000
C -1.552245 1.926805 -5.635130 0.03 -0.01 0.03 0.000
C -1.778262 0.712168 -6.267481 0.00 -0.05 0.05 0.000
C -1.717331 -0.471294 -5.539169 0.01 0.06 0.07 0.000
C -1.426045 -0.437768 -4.183129 0.05 0.05 -0.09 0.000
H 4.795755 -2.507625 -3.342909 -0.01 -0.03 0.02 0.000
H 5.082121 -4.763392 -4.315551 -0.03 0.04 0.02 0.000
H 3.226132 -5.820891 -5.557679 -0.01 0.04 0.01 0.000
H 1.091624 -4.598257 -5.858518 0.03 0.04 0.03 0.000
H 0.838821 -2.309157 -4.945105 -0.02 -0.03 0.00 0.000
H 3.066494 0.067174 -0.608243 0.19 0.04 -0.01 0.000
H 5.128849 0.843294 0.511687 -0.02 -0.06 -0.12 0.000
H 7.216834 1.124130 -0.782089 -0.03 0.01 -0.03 0.000
H 7.218899 0.710826 -3.225410 -0.04 -0.02 0.00 0.000
H 5.127541 -0.005310 -4.357761 0.04 -0.01 0.00 0.000
H 1.557596 2.014757 -2.491994 0.11 -0.12 -0.15 0.000
H 2.600669 4.162218 -1.945687 -0.06 -0.03 0.03 0.000
H 1.419107 5.773058 -0.467629 -0.01 -0.06 0.01 0.000
H -0.781250 5.175230 0.486530 -0.01 -0.04 -0.02 0.000
H -1.825735 2.980767 -0.072458 0.06 0.04 0.00 0.000
H -1.072643 2.908434 -3.782518 -0.03 -0.02 -0.04 0.000
H -1.595564 2.850060 -6.203073 0.00 -0.04 0.04 0.000
H -2.005573 0.685179 -7.327754 0.02 0.00 0.04 0.000
H -1.901811 -1.420770 -6.028876 0.01 0.02 0.02 0.000
H -1.398402 -1.353329 -3.600984 -0.01 0.01 -0.04 0.000
C -2.472908 -2.816750 0.092518 0.02 0.05 -0.07 0.179
H -2.310684 -2.594827 -0.971479 0.00 -0.02 0.12 0.015
H -3.508280 -2.561601 0.347566 0.10 -0.03 0.02 0.014
H -2.322034 -3.892990 0.264535 0.00 0.17 0.03 0.017
```
Forces are in eV/Å.

Summary:
Multiplicity = 2
HOMO energy (alpha / beta) = -1.202 / -1.903 eV
F_max = 1.176 eV Å⁻¹
E = -9932.30951 Ha
LUMO energy (alpha / beta) = 3.90 / 3.90 eV
Net charge = -2
Energy relative to the best compared isomer or geometry (same formula, charge and spin) = 0.0 kJ/mol

(2)
Density functional theory data (ωB97M-V with the def2-TZVPD basis set) for C43H37LuOP2Se as an isolated structure in a non-equilibrium geometry.

```
85
Properties=species:S:1:pos:R:3:forces:R:3:lowdin_charge:R:1
Lu 1.208059 0.011572 -0.730410 -0.09 -0.74 6.45 0.906
P -0.281122 2.340911 -0.530363 0.13 2.49 -0.68 1.018
C -0.707566 0.017857 0.582797 -3.21 -0.47 4.93 -0.278
O -1.523399 -0.003361 1.424942 3.11 0.21 -3.84 0.121
P -0.324950 -2.360558 -0.574311 0.06 -2.40 -0.97 1.018
C -0.271882 3.323875 0.998149 0.22 0.07 0.64 -0.378
C -1.771399 2.947953 -1.366813 -0.55 -0.41 -0.55 -0.369
C 1.129829 3.005504 -1.508758 0.07 0.08 -0.18 -0.393
C 1.198685 -3.349753 -0.893143 0.13 -0.02 -0.26 -0.392
C -0.957779 -3.137264 0.946021 -0.26 0.36 0.68 -0.375
C -1.492576 -2.913829 -1.861592 -0.31 0.31 -0.56 -0.378
C 0.761718 4.221619 1.320843 -0.20 -0.19 0.01 -0.077
C 0.726801 4.915028 2.533125 -0.10 -0.04 -0.01 -0.049
C -0.333554 4.725052 3.424915 0.05 -0.12 -0.18 -0.054
C -1.371214 3.846153 3.099300 0.05 0.05 -0.12 -0.050
C -1.347364 3.159227 1.886965 0.13 -0.08 0.05 -0.098
H 1.582108 4.384741 0.622081 -0.16 -0.02 0.26 0.106
H 1.534035 5.607292 2.781470 -0.28 -0.21 -0.10 0.122
H -0.355346 5.264585 4.373507 0.02 -0.16 -0.30 0.122
H -2.204240 3.695548 3.788142 0.25 0.08 -0.23 0.122
H -2.174584 2.498324 1.623090 0.18 0.17 0.14 0.108
C 2.437591 2.574123 -1.172888 -0.46 -0.36 -0.42 -0.217
C 3.524029 2.979684 -1.956998 0.25 -0.09 -0.05 -0.049
C 3.328283 3.845005 -3.036087 -0.12 -0.08 0.13 -0.034
C 2.039770 4.287168 -3.357503 0.07 -0.17 0.16 -0.024
C 0.939956 3.854177 -2.613084 0.12 -0.18 0.15 -0.044
H 2.630593 1.938818 -0.281967 0.08 0.51 -0.17 0.021
H 4.526982 2.609772 -1.719111 -0.38 0.24 -0.04 0.129
H 4.181440 4.174441 -3.629353 -0.24 -0.11 0.17 0.125
H 1.890031 4.967927 -4.196862 0.05 -0.20 0.25 0.127
H -0.065815 4.184571 -2.879731 0.32 -0.10 0.08 0.113
C -2.267469 4.244541 -1.136107 0.04 -0.11 -0.01 -0.071
C -3.374600 4.713067 -1.846066 0.09 -0.23 -0.05 -0.042
C -4.005232 3.888134 -2.785558 0.25 -0.11 0.18 -0.040
C -3.523312 2.593555 -3.011697 0.03 0.00 -0.02 -0.058
C -2.410839 2.120430 -2.311806 -0.01 0.45 0.20 -0.095
H -1.789001 4.890988 -0.400389 -0.12 -0.16 -0.18 0.118
H -3.742621 5.724853 -1.659787 0.12 -0.37 -0.08 0.123
H -4.872706 4.254798 -3.337038 0.27 -0.14 0.17 0.122
H -4.018112 1.947605 -3.740442 0.17 0.22 0.24 0.116
H -2.029941 1.113910 -2.499305 -0.15 0.17 0.00 0.085
C -2.127621 -3.916861 0.985099 0.23 0.18 -0.11 -0.056
C -2.533297 -4.502166 2.186785 0.25 0.07 0.16 -0.048
C -1.779588 -4.317648 3.353707 0.05 0.14 -0.37 -0.043
C -0.626523 -3.523430 3.321081 -0.04 -0.02 -0.03 -0.048
C -0.227861 -2.924214 2.127776 -0.16 -0.07 -0.04 -0.108
H -2.713941 -4.069354 0.078166 0.14 0.02 0.27 0.109
H -3.440279 -5.108048 2.211795 0.29 0.18 -0.02 0.119
H -2.091340 -4.785104 4.287502 0.06 0.13 -0.26 0.118
H -0.038129 -3.366918 4.230630 -0.24 -0.04 -0.36 0.114
H 0.661377 -2.289575 2.105225 -0.12 -0.18 0.09 0.079
C 2.126967 -2.850686 -1.832929 -0.01 0.11 0.70 -0.170
C 3.392061 -3.425121 -1.933696 0.10 -0.08 -0.20 -0.063
C 3.700639 -4.573372 -1.197230 -0.07 0.16 0.03 -0.040
C 2.743924 -5.142943 -0.354766 -0.20 0.23 -0.17 -0.029
C 1.495462 -4.529129 -0.196075 0.11 0.14 0.08 -0.058
H 1.855290 -2.012168 -2.491528 0.11 -0.31 0.14 0.057
H 4.142753 -2.977801 -2.590366 -0.28 -0.26 0.13 0.121
H 4.690570 -5.022832 -1.289081 -0.31 0.14 0.04 0.123
H 2.963704 -6.059536 0.192778 -0.04 0.25 -0.17 0.123
H 0.755221 -4.970005 0.478894 0.34 0.24 -0.20 0.120
C -1.270190 -4.073583 -2.623919 -0.07 0.14 0.14 -0.067
C -2.204940 -4.474050 -3.581987 -0.08 0.22 0.10 -0.047
C -3.355745 -3.707778 -3.802640 0.25 0.00 0.17 -0.049
C -3.570278 -2.539770 -3.064497 0.08 0.01 0.14 -0.065
C -2.647596 -2.141250 -2.094089 0.24 -0.25 -0.15 -0.110
H -0.366255 -4.663885 -2.464754 -0.29 0.13 -0.05 0.109
H -2.029581 -5.385877 -4.156553 -0.07 0.32 0.18 0.120
H -4.082413 -4.020475 -4.552852 0.20 0.10 0.21 0.119
H -4.462190 -1.936870 -3.239472 0.24 -0.20 0.05 0.114
H -2.816152 -1.230776 -1.509828 -0.06 -0.26 -0.18 0.095
H 2.006889 0.221622 -2.364440 -3.14 -0.38 -3.36 0.116
H 0.997017 -0.001100 -2.540638 3.71 0.88 -2.15 0.104
Se 3.197829 -0.497538 1.039576 -0.64 -0.05 -1.08 0.645
C 2.430387 -0.151067 2.740602 -0.62 0.29 1.39 -0.680
C 1.849098 1.093613 3.062784 0.33 -0.63 -0.08 -0.136
C 1.451370 1.359287 4.372904 -0.11 -0.24 0.17 -0.066
C 1.595341 0.385938 5.370490 0.04 -0.04 -0.41 -0.059
C 2.125886 -0.869838 5.046790 -0.18 0.25 -0.08 -0.070
C 2.536197 -1.141954 3.744857 0.11 0.43 -0.64 -0.150
H 1.739820 1.845661 2.282390 0.10 0.00 0.27 0.068
H 1.022579 2.333302 4.619096 0.15 -0.32 -0.09 0.101
H 1.285753 0.603363 6.390215 0.09 -0.05 -0.21 0.112
H 2.220492 -1.642717 5.809129 0.01 0.23 -0.15 0.115
H 2.973964 -2.105382 3.474852 -0.11 0.24 0.21 0.104
```
Forces are in eV/Å.

Summary:
HOMO energy = -12.892 eV
F_max = 6.496 eV Å⁻¹
E = -6055.06953 Ha
LUMO energy = -7.91 eV
Net charge = +2